ORCA calculation (ωB97M-V/def2-TZVPD) on the molecule C3H4N2O at a distorted geometry.

Element x y z (Å)
H (-1.75417, -0.36607, -1.70015)
N (-0.81279, -0.55839, -1.89840)
C (-0.28793, -0.25848, -0.81487)
C (1.11928, -0.48053, -0.17191)
C (1.21671, 0.23161, 0.92070)
N (-0.06115, 0.75774, 1.31761)
O (-0.94908, 0.27896, 0.39166)
H (1.90501, -0.83580, -0.76354)
H (1.89551, 0.54697, 1.67093)
H (-0.62450, 0.07215, 2.12150)

Energy relative to the best compared isomer or geometry (same formula, charge and spin) (eV): 4.2815
HOMO (eV): -9.052
Gap between HOMO and LUMO (hartree): 0.3558